1.
Density functional theory data (wB97M-V/def2-TZVPD) for 2 unconnected molecules or ions with the total composition C4H14N3 at a distorted geometry.

```
! RIJCOSX wB97M-V def2-TZVPD def2/J DEFGRID3
* xyz 1 1
C 2.04668 1.31296 -1.25829
C 2.47837 2.45156 -0.29897
H 2.36767 1.41720 -2.28322
H 2.40276 0.35288 -1.05882
H 0.99316 1.22413 -1.21937
H 3.11702 1.98339 0.49371
H 2.84944 3.33763 -0.84244
H 1.61521 2.93508 0.24009
C -2.33069 0.39719 -0.39603
C -0.64327 -1.13644 0.49418
N -1.10671 -0.35483 -0.51616
N 0.68209 -1.30980 0.63231
N -1.51500 -1.76014 1.48291
H -0.36642 -0.05398 -1.09878
H 1.50792 -0.69356 0.20300
H 1.11232 -1.91803 1.24914
H -2.20722 -2.42227 1.12394
H -0.99339 -2.36936 2.04510
H -2.38761 0.90233 -1.43124
H -2.37353 1.20517 0.43383
H -3.36645 -0.07877 -0.29365
*
```

Energy relative to the best compared isomer or geometry (same formula, charge and spin) in kcal/mol: 43.4
Frontier orbital gap in eV: 11.5
Total energy in a.u.: -324.79563
Strongest force on any atom in eV/Å: 4.33

---

2.
Density functional theory data (wB97M-V/def2-TZVPD) for 2 unconnected molecules or ions with the total composition C4H14N3 at a distorted geometry.

```
! RIJCOSX wB97M-V def2-TZVPD def2/J DEFGRID3
* xyz 1 1
C 1.46458 2.74785 0.06928
C 0.55754 2.46302 1.28838
H 2.22651 3.49753 0.25420
H 1.88247 1.79278 -0.27802
H 0.88340 3.00194 -0.82147
H 0.95880 1.75562 2.00683
H -0.41640 2.22279 0.85479
H 0.35758 3.43561 1.73669
C 0.41549 -2.30624 1.01989
C -0.63444 -0.79326 -0.61389
N -0.41402 -1.18571 0.62561
N -1.39245 0.27884 -0.87102
N -0.22587 -1.55566 -1.63622
H -0.98227 -0.76113 1.32651
H -1.79592 0.68550 -0.04172
H -1.91034 0.41005 -1.71936
H -0.32549 -2.55598 -1.61777
H -0.07085 -1.15112 -2.54124
H 0.02418 -2.76509 1.92316
H 1.38650 -1.95738 1.38757
H 0.59954 -3.05727 0.26494
*
```

Energy relative to the best compared isomer or geometry (same formula, charge and spin) in kcal/mol: 15.3
Frontier orbital gap in eV: 11.5
Total energy in a.u.: -324.84039
Strongest force on any atom in eV/Å: 2.02

---

3.
Density functional theory data (wB97M-V/def2-TZVPD) for 2 unconnected molecules or ions with the total composition C4H14N3O4P at a distorted geometry.

```
! RIJCOSX wB97M-V def2-TZVPD def2/J DEFGRID3
* xyz 0 1
H 0.91473 -1.38667 3.10022
N 1.15837 -0.94939 2.25830
C 0.12945 -0.94826 1.53066
C -1.15384 -1.64329 1.84679
C 0.31613 -0.11112 0.25378
O -0.35354 -0.72045 -0.80950
C -0.37116 1.32568 0.29667
N 0.49149 2.27296 -0.44200
P 2.29458 -0.31287 -0.07493
O 2.76151 -1.70940 -0.15531
O 2.32423 0.37009 -1.51815
O 3.21635 0.59989 0.88243
H -2.05207 -1.06657 1.66630
H -1.24955 -2.61978 1.44711
H -1.20498 -2.00979 2.85973
H 0.12238 -1.47423 -1.00172
H -0.77205 1.55831 1.23763
H -1.24026 1.10048 -0.41831
H 1.02440 2.93655 0.23742
H -0.18373 2.72416 -1.07584
H 1.62205 1.09932 -1.70180
H 3.52060 0.14719 1.67650
N -2.90539 0.43118 -2.78879
H -2.07877 0.60964 -3.37534
H -2.84371 -0.44481 -2.26681
H -3.48723 0.22118 -3.66507
*
```

Energy relative to the best compared isomer or geometry (same formula, charge and spin) in kcal/mol: 0.0
Frontier orbital gap in eV: 10.3
Total energy in a.u.: -967.42759
Strongest force on any atom in eV/Å: 4.11
SMILES: [H]/N=C(\C)[C@@](O)(CN)P(=O)(O)O.N

---

4.
Density functional theory data (wB97M-V/def2-TZVPD) for 2 unconnected molecules or ions with the total composition C4H14N3S.

```
! RIJCOSX wB97M-V def2-TZVPD def2/J DEFGRID3
* xyz 1 1
C -0.08999 -2.17329 0.49572
C -0.36925 -2.07903 -0.98983
S 1.20959 -1.74606 -1.84597
N -1.33775 -2.11146 1.24261
H 0.52389 -3.07354 0.66942
H 0.55418 -1.35553 0.79455
H -0.80150 -2.99638 -1.37923
H -1.07134 -1.26902 -1.22177
H 0.77408 -1.96084 -3.09462
H -1.81927 -2.99924 1.17708
H -1.13306 -2.00460 2.22748
C 0.43592 2.80105 0.64499
C 0.08141 1.63350 0.12044
N 0.38799 1.36042 -1.29477
N 0.12766 3.22689 1.90219
H 0.96944 3.51845 0.03057
H -0.47065 0.84656 0.61211
H -0.46098 1.19325 -1.83019
H 0.86741 2.16992 -1.68794
H 1.01333 0.54780 -1.43403
H -0.09461 2.50793 2.57915
H 0.70352 3.96321 2.28203
*
```

Energy relative to the best compared isomer or geometry (same formula, charge and spin) in kcal/mol: 43.1
Frontier orbital gap in eV: 9.8
Total energy in a.u.: -722.99791
Strongest force on any atom in eV/Å: 0.67

---

5.
Density functional theory data (wB97M-V/def2-TZVPD) for 2 unconnected molecules or ions with the total composition C4H14N3S2.

```
! RIJCOSX wB97M-V def2-TZVPD def2/J DEFGRID3
* xyz 1 1
C 3.01216 1.97734 3.84860
N 2.84907 0.91861 3.05242
N 3.17133 1.80283 5.15573
N 3.01424 3.20846 3.32427
C 3.18170 0.49772 5.80875
H 2.84700 -0.02392 3.45013
H 2.72620 1.04906 2.04524
H 3.29377 2.63596 5.73661
H 3.13898 4.02230 3.93142
H 2.89116 3.33602 2.31674
H 3.33045 0.65289 6.89060
H 4.00117 -0.13490 5.42813
H 2.22733 -0.03419 5.65758
S 1.89594 1.68626 -0.49889
S 3.06579 3.35424 -0.43533
C 2.48295 0.86666 -1.99737
C 2.16170 4.49411 -1.50541
H 1.92582 -0.08020 -2.09575
H 3.55986 0.63640 -1.93529
H 2.30474 1.47512 -2.89994
H 2.10027 4.12768 -2.54395
H 1.13838 4.67025 -1.13339
H 2.70706 5.45285 -1.50229
*
```

Frontier orbital gap in eV: 9.4
Total energy in a.u.: -1121.26372
Strongest force on any atom in eV/Å: 0.86

---

6.
Density functional theory data (wB97M-V/def2-TZVPD) for 2 unconnected molecules or ions with the total composition C4H14N4.

```
! RIJCOSX wB97M-V def2-TZVPD def2/J DEFGRID3
* xyz 0 1
N -1.20415 -0.04770 -3.20696
C 0.17706 -0.14658 -2.83093
C 0.68526 -1.28218 -2.38750
N 2.02362 -1.43789 -1.94590
H -1.27763 0.20900 -4.17642
H -1.64447 0.70609 -2.69369
H 0.77802 0.75435 -2.93319
H 0.04162 -2.15429 -2.30386
H 2.30264 -2.41124 -1.94662
H 2.15527 -1.07913 -1.01053
N 0.95440 0.91610 0.81945
C -0.00061 1.21702 1.89176
C -0.83187 -0.01985 2.19658
N -1.79255 0.27680 3.26162
H 1.72552 0.37465 1.19365
H 1.35651 1.77482 0.45817
H -0.66260 2.01568 1.55845
H 0.47664 1.57342 2.81493
H -1.37657 -0.29291 1.29309
H -0.14561 -0.84739 2.42484
H -2.43572 -0.49924 3.37920
H -1.30480 0.40046 4.14388
*
```

Energy relative to the best compared isomer or geometry (same formula, charge and spin) in kcal/mol: 32.2
Frontier orbital gap in eV: 9.4
Total energy in a.u.: -379.78253
Strongest force on any atom in eV/Å: 0.39
SMILES: N/C=C/N.NCCN

---

7.
Density functional theory data (wB97M-V/def2-TZVPD) for 2 unconnected molecules or ions with the total composition C4H14N4 at a distorted geometry.

```
! RIJCOSX wB97M-V def2-TZVPD def2/J DEFGRID3
* xyz 0 1
C -2.62108 -0.85650 -0.48326
N -1.28104 -0.31010 -0.62892
C -0.75894 0.33871 0.52978
C -0.41311 -0.60336 1.65994
N -1.20245 1.64745 0.92793
N 0.11721 1.42890 0.22731
H -2.94402 -1.22891 -1.45403
H -3.35516 -0.12525 -0.11965
H -2.58808 -1.69274 0.21126
H -1.24108 0.32981 -1.41771
H -1.31464 -1.06394 2.05272
H 0.25568 -1.37817 1.29412
H 0.06738 -0.05241 2.46392
H -1.84160 2.06872 0.25206
H 0.84845 1.57694 0.92073
C 3.12179 -0.09898 -0.66866
N 2.03724 0.20201 -1.58516
H 3.77829 0.76797 -0.60755
H 2.79634 -0.35468 0.35135
H 3.69634 -0.93964 -1.06234
H 1.43457 -0.61011 -1.68270
H 1.40790 0.95427 -1.18115
*
```

Energy relative to the best compared isomer or geometry (same formula, charge and spin) in kcal/mol: 53.7
Frontier orbital gap in eV: 9.7
Total energy in a.u.: -379.74819
Strongest force on any atom in eV/Å: 1.88
SMILES: CNC1(C)NN1.CN

---

8.
Density functional theory data (wB97M-V/def2-TZVPD) for 2 unconnected molecules or ions with the total composition C4H14N4O at a distorted geometry.

```
! RIJCOSX wB97M-V def2-TZVPD def2/J DEFGRID3
* xyz 0 1
C 0.09323 0.50375 2.51296
N 0.51981 0.41686 1.14088
N 2.39406 -0.28473 -0.04600
O 1.65580 -0.46859 1.16497
H 0.31253 1.14384 -0.10137
H 2.16203 -1.10683 -0.60557
H 3.36659 -0.33629 0.24860
H 0.88413 0.86284 3.18375
H -0.24198 -0.47320 2.89180
H -0.75631 1.18724 2.56088
C 0.29747 0.74232 -2.39745
C -2.05837 -0.50460 0.26893
N -0.38147 0.76759 -1.09261
C -0.74649 -0.53974 -0.47143
N -0.13667 -1.56844 -0.93542
H -1.17646 1.39902 -1.09621
H -0.44918 -2.41782 -0.47637
H -0.37545 0.35737 -3.16201
H 1.16341 0.09357 -2.34421
H 0.64518 1.74720 -2.63361
H -2.04522 -1.25344 1.06022
H -2.24278 0.45945 0.74425
H -2.88385 -0.72735 -0.41499
*
```

Energy relative to the best compared isomer or geometry (same formula, charge and spin) in kcal/mol: 128.7
Frontier orbital gap (alpha / beta) in eV: 7.4 / 7.4
Total energy in a.u.: -454.85969
Strongest force on any atom in eV/Å: 1.45

---

Copy entry 8 word for word.
Density functional theory data (wB97M-V/def2-TZVPD) for 2 unconnected molecules or ions with the total composition C4H14N4O at a distorted geometry.

```
! RIJCOSX wB97M-V def2-TZVPD def2/J DEFGRID3
* xyz 0 1
C 0.09323 0.50375 2.51296
N 0.51981 0.41686 1.14088
N 2.39406 -0.28473 -0.04600
O 1.65580 -0.46859 1.16497
H 0.31253 1.14384 -0.10137
H 2.16203 -1.10683 -0.60557
H 3.36659 -0.33629 0.24860
H 0.88413 0.86284 3.18375
H -0.24198 -0.47320 2.89180
H -0.75631 1.18724 2.56088
C 0.29747 0.74232 -2.39745
C -2.05837 -0.50460 0.26893
N -0.38147 0.76759 -1.09261
C -0.74649 -0.53974 -0.47143
N -0.13667 -1.56844 -0.93542
H -1.17646 1.39902 -1.09621
H -0.44918 -2.41782 -0.47637
H -0.37545 0.35737 -3.16201
H 1.16341 0.09357 -2.34421
H 0.64518 1.74720 -2.63361
H -2.04522 -1.25344 1.06022
H -2.24278 0.45945 0.74425
H -2.88385 -0.72735 -0.41499
*
```

Energy relative to the best compared isomer or geometry (same formula, charge and spin) in kcal/mol: 128.7
Frontier orbital gap (alpha / beta) in eV: 7.4 / 7.4
Total energy in a.u.: -454.85969
Strongest force on any atom in eV/Å: 1.45

---

Q: Which of these has the lowest total energy?
A: C4H14N3S2